(1)
{"formula": "C27H34CdFN7O3S2", "method": "ωB97M-V/def2-TZVPD", "elements": ["Cd", "C", "N", "C", "C", "O", "C", "O", "C", "C", "O", "N", "C", "C", "H", "H", "H", "H", "H", "H", "H", "H", "H", "H", "H", "H", "H", "H", "H", "H", "C", "C", "C", "C", "C", "C", "C", "C", "C", "S", "C", "N", "H", "H", "H", "H", "H", "H", "H", "H", "C", "C", "N", "N", "C", "S", "N", "N", "H", "H", "H", "H", "H", "H", "F", "C", "C", "C", "C", "C", "C", "H", "H", "H", "H"], "coordinates": [[-0.588, 0.411, 0.001], [4.440, -2.065, -1.518], [3.130, -2.382, -0.988], [2.980, -3.830, -0.947], [2.732, -1.748, 0.293], [1.086, -1.792, 0.073], [2.976, -0.224, 0.166], [1.977, 0.587, 0.778], [2.176, 0.984, 2.112], [0.946, 0.652, 2.964], [0.006, 0.027, 2.493], [0.968, 1.037, 4.252], [-0.147, 0.708, 5.119], [2.015, 1.788, 4.900], [5.238, -2.619, -1.000], [4.466, -2.347, -2.574], [4.660, -1.004, -1.448], [3.550, -4.293, -0.128], [1.932, -4.120, -0.852], [3.339, -4.247, -1.891], [3.959, 0.000, 0.602], [2.968, 0.122, -0.879], [3.054, 0.490, 2.539], [2.314, 2.075, 2.114], [-0.893, 0.167, 4.542], [0.197, 0.085, 5.949], [-0.595, 1.619, 5.519], [2.656, 2.286, 4.182], [1.559, 2.551, 5.533], [2.625, 1.136, 5.532], [0.461, -2.673, 1.010], [-1.018, -2.803, 0.751], [-1.635, -4.064, 0.778], [-2.989, -4.124, 0.595], [-3.733, -2.942, 0.399], [-5.122, -2.958, 0.221], [-5.802, -1.770, 0.089], [-5.131, -0.558, 0.136], [-3.750, -0.476, 0.286], [-3.036, 1.084, 0.385], [-3.017, -1.702, 0.407], [-1.687, -1.687, 0.564], [0.955, -3.649, 1.020], [0.616, -2.199, 1.984], [0.985, -2.114, -0.847], [-1.046, -4.950, 0.959], [-3.507, -5.071, 0.609], [-5.638, -3.907, 0.206], [-6.875, -1.779, -0.035], [-5.690, 0.362, 0.057], [-0.160, 5.485, -2.917], [-0.226, 5.479, -1.440], [-0.323, 6.509, -0.667], [-0.328, 6.025, 0.601], [-0.228, 4.671, 0.637], [-0.108, 3.704, 1.951], [-0.171, 4.318, -0.699], [-0.122, 3.019, -1.165], [-0.173, 6.510, -3.273], [-1.008, 4.945, -3.335], [0.754, 4.998, -3.255], [-0.447, 6.634, 1.394], [0.720, 2.846, -1.712], [-0.943, 2.790, -1.725], [-0.744, -1.304, -6.118], [-0.651, -0.891, -4.826], [0.541, -1.046, -4.149], [0.617, -0.617, -2.831], [-0.462, -0.034, -2.157], [-1.637, 0.103, -2.905], [-1.749, -0.317, -4.221], [1.387, -1.497, -4.644], [1.573, -0.742, -2.335], [-2.513, 0.553, -2.448], [-2.670, -0.212, -4.773]], "forces_ev_per_angstrom": [[-0.3376, 0.1146, 0.2472], [0.1547, 0.1102, -0.0141], [-0.6722, 0.0772, 0.8204], [0.1481, -0.1356, -0.0647], [0.8890, 0.1443, -0.1504], [-0.0907, -0.1471, -0.5595], [-0.0744, -0.2467, -0.4348], [-0.2590, -0.1157, 0.2320], [-0.0312, 0.2237, -0.0189], [0.5862, 0.0906, 0.0626], [-0.3095, -0.1124, -0.6259], [-0.2668, 0.0688, 0.0791], [-0.2537, -0.1985, -0.0849], [0.2639, -0.0140, -0.0377], [-0.0111, 0.0930, 0.0298], [0.0782, 0.0304, 0.0548], [0.0201, 0.0746, -0.0313], [-0.0596, 0.0971, 0.0041], [0.0447, -0.0189, 0.0375], [-0.0706, -0.0011, -0.0009], [-0.1178, -0.0384, -0.1214], [0.0761, -0.0155, 0.0539], [-0.0442, 0.0342, 0.0227], [0.0665, -0.1991, 0.1213], [0.0295, 0.0394, 0.0796], [-0.0142, 0.0273, 0.0005], [0.0232, 0.0069, -0.0059], [0.0534, 0.0422, -0.0422], [0.0406, 0.0278, -0.0365], [0.0271, 0.0393, 0.0163], [-0.3093, -0.3685, 0.8284], [0.0290, 0.3771, -0.1465], [-0.1729, 0.0169, 0.0508], [0.1500, 0.1154, 0.0025], [0.4297, 0.2203, 0.0197], [-0.4260, 0.1631, -0.0273], [0.0032, -0.7677, 0.0613], [0.5520, 0.1796, -0.0097], [-0.4472, -0.0876, -0.0739], [0.6019, 0.7439, 0.1650], [-0.9904, -0.4802, -0.0759], [0.7289, -0.1812, 0.1830], [0.0081, 0.2300, -0.1049], [0.0355, -0.1043, -0.2510], [-0.1537, 0.1636, -0.0800], [0.0396, -0.0865, -0.0461], [-0.0618, -0.1224, -0.0171], [-0.0682, -0.0673, -0.0093], [-0.1048, 0.0034, -0.0256], [0.0007, 0.1094, -0.0120], [-0.0318, 0.0072, 0.0331], [-0.0243, 0.1745, 0.1337], [-0.0575, 0.6064, -0.6421], [0.0062, -1.0663, -0.3726], [0.2135, 0.2637, -0.1488], [-0.0787, -0.5843, 0.7033], [-0.1253, 0.6622, 0.3708], [0.0368, -0.2359, -0.1144], [-0.0131, 0.0439, -0.0072], [-0.0221, -0.0143, -0.0851], [0.0186, -0.0056, -0.0688], [0.0776, -0.1537, -0.0966], [-0.1443, 0.0378, 0.1722], [0.1157, 0.0430, 0.1846], [0.0312, 0.0315, 0.1794], [0.0027, 0.0196, 0.0053], [-0.0626, -0.1097, -0.2802], [-0.0229, 0.1799, 0.0769], [0.3209, 0.0169, 0.0133], [-0.0473, 0.1111, 0.1800], [0.1094, -0.1015, -0.2448], [0.0908, -0.0453, -0.0880], [0.0505, -0.0416, 0.0014], [-0.0678, -0.0171, 0.1075], [-0.1091, 0.0222, -0.0768]], "e_homo_ev": -6.70, "molar_mass_g_mol": 700.16, "relative_energy_kcal_mol": 100.20, "total_energy_ev": -74072.2302}

***

(2)
{"formula": "C27H34Cl2N2O2Tl", "method": "ωB97M-V/def2-TZVPD", "elements": ["Tl", "Cl", "N", "N", "C", "C", "C", "C", "C", "C", "H", "H", "H", "H", "H", "H", "C", "C", "C", "C", "H", "H", "H", "H", "H", "H", "O", "H", "H", "O", "H", "H", "C", "C", "C", "H", "H", "C", "C", "H", "C", "C", "C", "C", "H", "C", "H", "H", "H", "H", "H", "H", "H", "H", "Cl", "C", "C", "C", "C", "C", "C", "C", "H", "H", "H", "H", "H", "H"], "coordinates": [[-0.121, -0.414, 0.158], [-1.084, -2.400, 1.254], [1.685, 0.104, 1.419], [-1.705, 0.147, -1.432], [2.949, -0.075, 1.090], [-1.730, -0.496, -2.588], [1.599, 0.553, 2.827], [3.060, 0.885, 3.127], [1.132, -0.600, 3.699], [0.667, 1.752, 2.936], [1.761, -1.484, 3.510], [0.090, -0.873, 3.498], [1.246, -0.314, 4.754], [1.041, 2.568, 2.305], [0.637, 2.089, 3.982], [-0.357, 1.499, 2.625], [-3.069, 0.628, -1.111], [-3.899, 0.023, -2.242], [-3.103, 2.148, -1.157], [-3.502, 0.134, 0.258], [-3.440, -0.961, 0.308], [-4.541, 0.453, 0.429], [-2.871, 0.551, 1.058], [-2.812, 2.493, -2.158], [-2.424, 2.583, -0.411], [-4.126, 2.493, -0.953], [-2.931, -0.668, -3.109], [-4.408, 0.763, -2.862], [-4.623, -0.729, -1.895], [3.819, 0.268, 2.022], [3.447, 0.446, 4.047], [3.262, 1.968, 3.104], [3.445, -0.595, -0.221], [-0.536, -1.021, -3.317], [0.476, -1.670, -2.399], [-0.077, -0.169, -3.845], [-0.892, -1.728, -4.078], [1.546, -0.919, -1.877], [2.411, -1.461, -0.913], [1.715, 0.099, -2.253], [2.268, -2.804, -0.544], [1.233, -3.550, -1.101], [3.157, -3.433, 0.491], [0.344, -3.013, -2.025], [1.107, -4.589, -0.789], [-0.788, -3.854, -2.541], [-0.621, -4.899, -2.250], [-0.863, -3.817, -3.635], [-1.753, -3.539, -2.111], [4.219, -3.230, 0.301], [3.013, -4.520, 0.476], [2.911, -3.085, 1.508], [4.374, -1.150, -0.035], [3.712, 0.277, -0.838], [3.328, 3.212, 0.615], [1.998, 4.218, 0.220], [1.902, 5.492, 0.752], [0.766, 6.278, 0.493], [-0.274, 5.770, -0.286], [-0.166, 4.528, -0.883], [0.985, 3.695, -0.665], [1.078, 2.435, -1.238], [2.716, 5.873, 1.361], [0.701, 7.285, 0.903], [-1.181, 6.364, -0.453], [-0.943, 4.150, -1.559], [0.233, 2.060, -1.809], [2.059, 1.990, -1.397]], "forces_ev_per_angstrom": [[-0.5901, 1.3449, 0.6034], [-1.0061, -2.4244, 1.2055], [4.7478, -0.3647, 0.6881], [-1.3463, -0.0232, -4.7307], [-3.6233, 0.7158, 1.1832], [0.0171, 2.0053, 3.6964], [0.2237, -0.1851, -0.5653], [0.6931, 0.3047, -0.3303], [-0.0347, -0.3708, 0.1180], [0.1234, 0.3127, 0.0408], [-0.2086, 0.1756, 0.0929], [0.2341, 0.0219, -0.0086], [-0.1191, -0.0750, -0.1089], [-0.2223, -0.1234, 0.1107], [-0.0336, 0.0131, -0.1678], [0.3581, 0.0022, 0.0562], [0.5360, -0.2644, -0.1464], [-0.0854, -0.7766, -0.4943], [0.1260, 0.1771, -0.0983], [-0.2377, -0.2199, 0.2271], [0.0084, 0.2756, 0.1172], [0.1430, -0.0958, 0.0651], [-0.1953, -0.1515, -0.3126], [0.0194, 0.0531, 0.2455], [-0.1135, -0.1094, -0.2458], [0.1508, -0.0017, -0.0152], [-1.6052, -0.2626, -0.8842], [0.0296, -0.0219, 0.0248], [0.2457, 0.1794, -0.1354], [1.0528, 0.3989, 0.8843], [-0.0767, 0.0188, -0.0565], [-0.0128, -0.4158, -0.0675], [0.1611, 0.1269, -0.2037], [0.1329, 0.0499, -0.3943], [0.6662, -0.3454, -0.3439], [-0.1052, -0.2335, 0.1626], [0.0974, 0.1907, 0.1504], [0.1148, -0.1652, -0.3108], [0.3699, -0.2193, -0.4649], [-0.2139, -0.3564, 0.3893], [-0.2507, 0.2521, 0.0571], [0.2160, -0.0649, -0.1031], [0.0391, -0.2704, 0.2071], [-0.2139, 0.3966, 0.0487], [0.0214, 0.2596, -0.0809], [-0.1629, -0.3072, 0.0825], [-0.1339, 0.2160, -0.0846], [-0.0301, 0.0008, 0.2082], [0.2845, -0.0311, -0.1304], [-0.2078, -0.0378, 0.0871], [0.0744, 0.2115, 0.0717], [0.0733, 0.0021, -0.3274], [-0.1868, 0.1650, -0.0350], [-0.1173, -0.1574, 0.1568], [0.9014, -0.3300, 0.1129], [-1.3187, 1.1844, -0.3503], [-0.3433, -0.2182, -0.3780], [0.3996, 0.5191, 0.5623], [-0.2203, -0.4589, -0.4654], [-0.1177, 0.3923, 0.4213], [0.1580, -0.8098, -0.2141], [0.2278, 0.1870, -0.3689], [-0.0954, -0.0026, 0.0335], [0.0273, -0.2247, -0.0141], [0.3741, -0.1201, 0.0302], [0.3150, 0.1871, 0.3258], [0.1442, 0.0174, -0.1228], [-0.2785, -0.1186, 0.2939]], "e_homo_ev": -1.80, "molar_mass_g_mol": 693.87, "charge": -1, "total_energy_ev": -65364.4388}

***

(3)
{"formula": "C27H34ClF21NO2S", "method": "ωB97M-V/def2-TZVPD", "elements": ["C", "C", "Cl", "C", "N", "C", "C", "C", "C", "C", "C", "S", "C", "C", "C", "C", "F", "F", "C", "F", "F", "C", "F", "F", "C", "F", "F", "C", "F", "F", "C", "F", "F", "C", "F", "F", "C", "F", "F", "F", "C", "C", "C", "F", "H", "H", "H", "H", "H", "H", "H", "H", "H", "H", "H", "H", "H", "H", "H", "H", "H", "H", "H", "H", "H", "H", "H", "H", "H", "H", "H", "H", "H", "C", "C", "O", "C", "O", "C", "F", "F", "F", "H", "H", "H", "H", "H"], "coordinates": [[5.014, 0.998, -0.804], [3.563, 0.943, -1.565], [3.788, 0.063, -3.212], [2.784, 2.380, -1.686], [1.490, 2.350, -2.470], [1.057, 3.824, -2.609], [0.302, 4.418, -1.284], [-0.863, 3.426, -0.655], [-1.275, 4.012, 0.826], [-2.808, 3.672, 1.299], [-3.977, 4.188, 0.258], [-5.126, 2.710, -0.089], [-0.086, 1.966, -0.401], [-0.980, 0.892, 0.453], [-0.347, -0.633, 0.516], [-1.281, -1.595, 1.457], [-0.942, -1.215, 2.881], [-2.744, -1.236, 1.329], [-0.986, -3.200, 1.350], [0.378, -3.445, 1.951], [-1.953, -3.876, 2.231], [-0.955, -3.779, -0.220], [0.460, -3.456, -0.641], [-1.972, -2.937, -0.930], [-1.391, -5.318, -0.392], [-2.870, -5.391, -0.077], [-0.745, -6.081, 0.743], [-1.160, -6.126, -1.741], [-0.479, -7.427, -1.346], [-2.506, -6.634, -2.219], [-0.271, -5.581, -2.958], [-0.235, -6.740, -3.942], [1.202, -5.400, -2.661], [-0.779, -4.333, -3.860], [-0.010, -4.474, -5.161], [-0.403, -2.977, -3.387], [-2.344, -4.334, -4.330], [-2.788, -5.588, -5.014], [-3.336, -4.025, -3.282], [-2.467, -3.252, -5.378], [0.402, 1.464, -1.881], [-0.797, 1.352, -3.008], [-0.337, 0.484, -4.363], [-2.020, 0.629, -2.512], [5.309, 2.116, -0.614], [4.986, 0.447, 0.250], [5.803, 0.429, -1.474], [2.872, 0.209, -0.926], [3.517, 3.094, -2.301], [2.695, 2.896, -0.621], [1.763, 2.070, -3.461], [0.308, 3.968, -3.526], [1.981, 4.533, -2.867], [1.105, 4.620, -0.425], [-0.184, 5.455, -1.531], [-1.820, 3.325, -1.322], [-0.508, 3.524, 1.596], [-1.024, 5.176, 0.809], [-2.994, 2.537, 1.574], [-2.986, 4.275, 2.311], [-3.533, 4.614, -0.740], [-4.611, 5.065, 0.741], [-5.414, 2.649, -1.463], [0.834, 2.251, 0.304], [-2.098, 0.879, 0.035], [-1.085, 1.326, 1.560], [-0.316, -1.021, -0.588], [0.765, -0.529, 0.937], [0.853, 0.362, -1.795], [-1.181, 2.378, -3.417], [-1.207, -0.178, -4.792], [0.595, -0.168, -4.082], [-0.043, 1.238, -5.233], [1.311, -1.621, 5.408], [1.028, -0.977, 6.752], [2.076, -0.060, 7.102], [1.985, 1.197, 6.559], [1.080, 1.555, 5.811], [3.131, 2.079, 7.052], [4.336, 1.439, 7.033], [2.941, 2.495, 8.337], [3.293, 3.209, 6.306], [2.300, -2.092, 5.408], [0.558, -2.378, 5.175], [1.314, -0.875, 4.607], [1.007, -1.747, 7.530], [0.051, -0.480, 6.765]], "forces_ev_per_angstrom": [[0.0295, 0.0235, 0.1219], [-0.9090, -0.9843, 1.8523], [-0.6175, 1.2562, 1.3087], [3.5384, 0.2888, 0.2462], [0.5477, 1.3691, -0.3988], [-1.5438, 2.8714, -0.6346], [-0.0588, -0.2749, 0.6865], [0.9903, -0.3496, 1.2041], [0.5802, -0.1392, -0.2201], [-0.3570, 0.9308, 0.9124], [0.3540, 0.8947, -0.2313], [0.3326, 0.4294, -0.6298], [-0.2411, 1.0477, -0.1127], [-1.1280, 0.2374, 0.3912], [-0.2565, 1.1227, -0.4465], [-0.3249, 2.3026, 1.8873], [-1.0779, -1.2893, -3.9329], [4.6208, -1.5983, 0.1742], [0.3148, -1.1680, 2.6930], [-4.2714, 0.8076, -1.9814], [2.9962, 1.8536, -3.0697], [0.1229, 2.5706, 0.5094], [-4.7503, -1.2883, 0.5498], [3.4891, -2.5856, 1.6048], [-1.9941, -1.6354, 3.8647], [4.9371, 0.6043, -1.0910], [-1.8344, 2.7663, -3.8039], [-0.8614, -5.3449, 0.1514], [-1.8891, 4.3762, -1.2807], [4.5646, 2.3112, 1.0516], [3.1236, -2.3909, -2.7508], [-0.5358, 3.7449, 3.2389], [-5.2414, -0.2339, -0.3437], [2.0997, 1.7460, -2.9870], [-2.5014, 0.4470, 4.2226], [-1.4044, -4.4578, -0.9492], [-3.6822, 0.6743, -2.4367], [1.9684, 4.4840, 2.7837], [3.8200, -1.1276, -3.4114], [0.4756, -3.6125, 3.7693], [-1.4400, -2.5232, 0.5642], [-1.1365, -0.9894, -1.8883], [0.5002, 0.6988, 0.2681], [3.0053, 1.7176, -0.3486], [-0.3234, -2.1860, -0.4852], [-0.1770, 1.2326, -2.3766], [-1.6145, 1.4711, 1.4513], [1.4700, 1.5595, -1.5832], [-1.6693, -1.5701, 1.2529], [-0.2219, -1.4016, -2.3404], [-0.5271, -0.2245, 1.4716], [1.7067, -0.7705, 1.9673], [-1.8133, -1.9897, 0.6152], [-1.7480, -0.4667, -1.8239], [1.0681, -1.9753, 0.2003], [1.9587, 0.0846, 1.1019], [-1.6751, 1.1464, -1.4675], [-0.9407, -2.3972, 0.2023], [0.6123, 2.3530, -0.8012], [0.4795, -1.3595, -2.1236], [-0.7957, -0.9146, 1.9117], [1.3408, -2.0034, -1.0044], [0.6419, 0.6641, 1.3188], [-1.6937, -0.7535, -1.7576], [2.5920, -0.1641, 0.7405], [0.4588, -1.0374, -2.4446], [-0.1217, 0.3920, 2.2366], [-2.5668, -0.7277, -0.6737], [-0.7939, 2.4947, -0.3195], [0.6365, -1.8731, 1.3060], [1.6720, 1.3559, 1.2149], [-1.8038, 1.0318, -0.7198], [-0.4944, -1.5429, 1.8762], [0.2183, 0.1338, -0.2481], [-0.5795, -0.6146, -0.2466], [0.3137, 2.1058, -0.3555], [-2.5648, -1.7183, -0.9612], [2.3119, -0.2930, 1.5897], [2.0615, 1.5668, 0.8414], [-1.2680, 0.2101, -0.1708], [-0.2658, -0.6150, -1.1566], [-0.5866, -1.2618, 0.4144], [-0.1761, -0.0381, 0.1175], [0.0856, 0.1192, 0.0629], [-0.1496, -0.0732, 0.1151], [0.2690, 0.3492, 0.0017], [0.3189, 0.1176, -0.0573]], "e_homo_ev": -11.24, "molar_mass_g_mol": 871.05, "charge": 1, "total_energy_ev": -114539.0146}